The following is a DFT calculation (ωB97M-V with the def2-TZVPD basis set) of 3 unconnected molecules or ions with the total composition C2H10N2O2.

XYZ file:
```
16
Properties=species:S:1:pos:R:3:forces:R:3
N 1.857542 0.447074 1.363158 1.0 1.0 -9.7
C 1.101290 -0.313932 0.387751 -1.1 -2.2 7.1
C 0.287069 -1.371318 0.718942 2.1 2.8 -4.1
N -0.420305 -2.101222 -0.259323 -1.3 -0.7 0.0
H 1.713893 0.320857 2.232777 -1.4 -0.9 7.5
H 2.098575 1.392674 1.015174 -0.5 -1.1 0.9
H 1.272132 0.006832 -0.520241 0.7 1.3 -4.8
H 0.060983 -1.644675 1.653494 -0.5 -0.7 3.6
H -1.027995 -2.828035 0.137629 0.6 0.6 -0.3
H 0.095651 -2.493405 -1.024231 0.3 0.0 -0.1
O -0.500651 2.464715 -0.327039 0.9 -2.4 0.7
H -1.141719 3.091177 -0.578275 -1.3 1.1 -0.5
H -0.978969 1.580096 -0.318401 0.5 1.7 0.1
O -1.741264 0.303011 -1.466744 -6.2 -1.8 1.9
H -1.590700 -0.459635 -0.899070 0.2 -0.6 0.0
H -0.957350 0.582832 -1.715589 6.0 2.0 -2.3
```
Forces are in eV/Å.

Output
- Kohn-Sham gap (eV) = 8.3879
- spin multiplicity = 1
- SMILES = N/C=C/N.O.O

The following is a DFT calculation (ωB97M-V with the def2-TZVPD basis set) of a molecular structure, C62H49IN6O3P2Y.

XYZ file:
```
124
Properties=species:S:1:pos:R:3:forces:R:3
Y 0.569377 0.427787 0.793347 0.1 0.9 -0.5
N 2.762633 4.043582 2.945600 -0.1 0.2 0.1
C 2.819762 2.748234 2.654692 0.1 -0.2 0.0
N 1.778696 2.423764 1.927943 -0.5 -0.1 -0.3
C 1.081761 3.603048 1.790960 0.0 -0.1 -0.1
N 1.657155 4.620211 2.406726 0.1 0.1 0.1
C -0.132352 3.656758 1.010156 -0.2 0.1 -0.1
C -0.822495 4.846976 0.830421 0.1 0.0 0.0
N -1.888863 4.998053 0.054860 -0.1 -0.1 -0.1
C -2.263429 3.841052 -0.599078 0.1 0.3 0.2
C -1.631145 2.655384 -0.427885 0.1 -0.1 0.0
N -0.547246 2.474542 0.395725 0.0 0.3 0.2
H 3.397577 4.594350 3.491813 0.1 0.0 0.0
H 3.609038 2.084588 2.978172 -0.1 0.0 0.0
H -0.461785 5.728894 1.353173 0.0 0.0 0.0
H -3.114054 3.915709 -1.265521 0.0 0.0 0.0
H -1.979913 1.780884 -0.963871 0.0 0.0 0.0
I -0.150516 0.577915 3.938404 0.2 -0.1 0.2
C 1.836574 0.046975 4.411329 -0.1 0.1 -0.1
C 2.164653 0.172141 5.730308 0.1 0.0 0.1
C 3.459372 -0.185897 6.168641 -0.1 0.0 -0.1
C 4.359575 -0.673929 5.268446 0.0 0.0 0.0
C 4.019944 -0.824707 3.898509 0.0 0.0 0.0
C 4.963810 -1.372373 2.992415 -0.1 0.0 0.1
C 4.623301 -1.553052 1.685585 -0.1 0.0 -0.1
C 3.352238 -1.140150 1.219273 0.1 -0.1 0.1
C 2.392543 -0.549810 2.016744 0.3 -0.1 0.7
C 2.731994 -0.440459 3.408718 0.1 -0.1 0.1
H 1.433608 0.537746 6.440434 0.1 0.0 0.0
H 3.716252 -0.081089 7.216053 0.0 0.0 0.0
H 5.354023 -0.972061 5.587977 0.0 0.0 0.0
H 5.946888 -1.645082 3.361560 0.0 0.0 0.0
H 5.334499 -1.988098 0.990895 0.0 0.0 0.0
H 3.145656 -1.310070 0.164135 0.0 0.1 0.0
O -2.997997 -0.179227 -1.798534 -0.1 0.0 0.0
C -2.662111 -0.364307 -3.127331 -0.1 -0.2 0.1
C -3.585663 -0.056593 -4.123511 0.0 0.1 0.0
C -3.310959 -0.381308 -5.436564 0.0 0.0 0.0
C -2.120257 -1.026512 -5.749292 0.1 0.0 0.0
C -1.170732 -1.224787 -4.763312 0.0 -0.1 -0.1
C -1.394722 -0.849519 -3.438605 -0.1 0.1 0.4
P 0.025436 -0.586775 -2.242136 0.1 0.1 -0.8
C 0.832476 0.653605 -3.372735 -0.1 0.0 0.0
C 0.568051 1.995496 -3.110733 0.0 0.0 0.0
C 1.014604 2.992507 -3.967575 0.0 0.0 0.0
C 1.723528 2.660514 -5.112312 0.0 -0.1 0.0
C 1.994824 1.326039 -5.383091 0.0 0.0 0.0
C 1.559226 0.332458 -4.516438 0.1 0.0 0.0
C 1.024339 -2.094178 -2.559897 -0.1 0.0 0.1
C 2.416440 -2.033444 -2.608251 0.0 0.0 0.1
C 3.163225 -3.183775 -2.835587 0.0 0.0 0.0
C 2.527514 -4.406369 -3.005447 0.0 0.0 0.0
C 1.142490 -4.481566 -2.910614 0.0 0.0 0.0
C 0.397766 -3.334258 -2.678140 0.0 0.0 0.0
C -4.135026 -0.794724 -1.304216 0.1 0.0 0.0
C -4.946619 -1.629009 -2.076772 0.0 0.0 0.0
C -6.103160 -2.162742 -1.533939 0.0 0.0 0.0
C -6.462103 -1.878614 -0.225267 0.0 0.0 0.0
C -5.613688 -1.107471 0.548046 0.1 0.0 0.0
C -4.426503 -0.574182 0.043599 0.2 0.1 0.0
P -3.166255 0.229531 1.155060 -0.7 -0.1 0.2
C -4.079522 1.741851 1.691505 0.1 0.1 -0.1
C -3.358956 2.642766 2.481150 0.0 0.0 0.0
C -3.880680 3.880106 2.823976 0.0 0.0 0.0
C -5.136380 4.253146 2.363124 0.0 0.0 0.0
C -5.865116 3.371956 1.577473 0.0 0.0 0.0
C -5.341101 2.127422 1.241892 0.0 0.0 0.1
C -3.439478 -0.902631 2.602330 0.0 0.1 0.0
C -3.310460 -2.280036 2.409879 0.0 0.1 0.0
C -3.473041 -3.163369 3.463540 -0.1 0.1 0.1
C -3.746915 -2.686407 4.741860 0.0 -0.1 -0.1
C -3.849045 -1.321580 4.951695 0.1 0.1 0.0
C -3.694751 -0.436037 3.888465 -0.1 0.0 0.0
H -4.523044 0.410034 -3.847795 0.0 0.0 0.0
H -4.034531 -0.153553 -6.209915 0.0 0.0 0.0
H -1.920027 -1.341564 -6.765890 0.0 0.0 0.0
H -0.225657 -1.683861 -5.024476 0.0 0.1 0.0
H 0.022416 2.272732 -2.218449 0.0 0.0 0.0
H 0.812655 4.030240 -3.730809 0.0 0.0 0.0
H 2.073297 3.436359 -5.782055 0.0 0.0 0.0
H 2.558776 1.053736 -6.268418 0.0 0.0 0.0
H 1.817527 -0.696054 -4.732300 0.0 0.0 0.0
H 2.927387 -1.085480 -2.470512 0.0 -0.1 0.0
H 4.243285 -3.117404 -2.882440 0.0 0.0 0.0
H 3.109344 -5.298831 -3.202963 0.0 0.0 0.0
H 0.642750 -5.437153 -3.013921 0.0 0.0 0.0
H -0.680930 -3.399115 -2.588379 0.0 0.0 0.0
H -4.678204 -1.875457 -3.092064 0.0 0.0 0.0
H -6.726041 -2.802577 -2.147980 0.0 0.0 0.0
H -7.372343 -2.283316 0.199025 0.0 0.0 0.0
H -5.860965 -0.928529 1.586539 0.0 0.0 0.0
H -2.354604 2.386732 2.807590 0.0 0.0 -0.1
H -3.290019 4.565074 3.419780 0.0 0.0 0.0
H -5.531653 5.235029 2.594114 0.0 0.0 0.0
H -6.844618 3.656628 1.210523 0.0 0.0 0.0
H -5.920664 1.465358 0.610890 0.0 0.0 0.0
H -3.059132 -2.662388 1.427202 0.0 0.0 0.0
H -3.370186 -4.227608 3.290963 0.0 0.0 0.0
H -3.863000 -3.376837 5.568912 0.0 0.0 0.0
H -4.041649 -0.936064 5.946824 0.0 0.0 0.0
H -3.792106 0.628614 4.065873 0.0 0.0 0.0
N 2.165802 1.090855 -0.747081 0.8 -0.2 -0.3
C 3.286385 1.076906 -1.127074 -0.3 0.1 0.0
C 4.580166 1.027157 -1.591903 0.1 0.0 0.0
C 5.697385 0.905031 -0.682954 -0.1 0.0 -0.1
C 6.974606 0.811808 -1.171669 0.0 0.0 -0.2
C 7.243254 0.841983 -2.557386 -0.1 0.0 0.0
C 6.161310 0.978608 -3.452209 0.1 0.0 0.2
C 4.866226 1.070719 -3.008265 0.0 0.0 0.2
H 5.508964 0.878496 0.383355 0.0 0.0 0.0
H 7.797362 0.705569 -0.471313 0.0 0.0 0.0
H 8.259511 0.773397 -2.925193 0.0 0.0 0.0
H 6.352046 1.011680 -4.520572 0.0 0.0 0.0
H 4.045371 1.174706 -3.707536 0.1 0.0 0.0
C -0.173031 -3.094397 2.654098 -0.1 -0.1 0.1
H -0.832659 -2.757029 3.441631 0.1 0.0 -0.1
H 0.363272 -4.019721 2.799836 0.0 0.1 0.0
C 1.569669 -3.823605 0.642728 0.1 0.1 -0.1
O 0.768659 -2.667906 0.490744 0.0 -0.3 -0.1
C -0.058078 -2.347174 1.540045 -0.1 -0.1 0.1
O -0.674853 -1.226938 1.278372 -0.3 -1.0 0.1
H 2.235091 -3.725161 1.502104 0.0 0.0 0.1
H 2.158873 -3.915760 -0.266147 0.0 0.0 0.0
H 0.948795 -4.713770 0.766564 -0.1 0.0 0.0
```
Forces are in eV/Å.

Output
- total charge = -1
- Kohn-Sham gap (spin up / spin down) (eV) = 4.3672 / 5.0658
- spin multiplicity = 1

The following is a DFT calculation (ωB97M-V with the def2-TZVPD basis set) of a molecular structure, C4H6KO2.

XYZ file:
```
13
Properties=species:S:1:pos:R:3:forces:R:3
H -2.790603 -2.559732 0.592869 0.4 -0.3 -0.3
O -1.924025 -2.528034 -1.258673 0.2 0.3 1.1
C -2.102308 -2.076097 -0.147257 -1.4 -0.6 -0.9
C -1.649355 -0.753945 0.306159 1.7 0.8 0.2
C -0.494141 -0.623738 0.974424 -0.7 0.1 0.0
C 1.567220 1.959074 -0.893880 0.0 0.3 -0.4
O 2.591060 2.113667 -0.263006 -0.4 -0.2 -0.2
K 4.927478 1.691819 0.508859 0.2 0.0 0.1
H -2.255041 0.109692 0.018825 0.0 -0.3 0.2
H 0.103643 -1.500144 1.239540 -0.2 0.3 -0.1
H -0.164537 0.342633 1.359646 0.0 -0.2 -0.2
H 0.706345 2.641178 -0.757213 0.2 -0.3 0.1
H 1.484266 1.183622 -1.680287 0.0 0.1 0.3
```
Forces are in eV/Å.

Output
- total charge = +1
- Kohn-Sham gap (eV) = 8.3020
- spin multiplicity = 1

The following is a DFT calculation (ωB97M-V with the def2-TZVPD basis set) of a molecular structure, C24H34N5O2PdSi2.

XYZ file:
```
68
Properties=species:S:1:pos:R:3:forces:R:3
Pd 0.520666 0.837485 0.246023 0.5 -0.8 -0.8
C -1.085774 2.510111 2.975768 0.0 0.0 0.1
Si -1.950492 2.480730 1.313364 -0.1 0.2 0.1
C -3.059649 3.988318 1.300979 -0.1 0.0 -0.2
C -2.998082 0.945439 1.099020 -0.1 0.0 0.1
C -0.665890 2.496213 -0.063378 -0.2 -0.4 0.1
C -1.126098 1.947122 -1.369327 0.1 -0.3 0.0
C -1.962047 2.416216 -2.366899 -0.1 0.1 0.0
C -2.198132 1.592342 -3.458018 0.0 0.0 0.0
C -1.616124 0.332677 -3.535843 0.1 0.0 0.1
C -0.775143 -0.072507 -2.512280 -0.1 0.0 -0.2
N -0.537848 0.739191 -1.490556 0.1 0.6 0.6
Si 0.686101 3.788567 -0.234955 0.1 0.2 0.1
C -0.047703 5.502986 -0.330504 0.0 0.0 0.0
C 1.667795 3.449360 -1.791950 0.0 0.0 0.0
C 1.813440 3.641554 1.259200 0.0 0.0 -0.1
H -1.772298 2.179008 3.759733 0.0 0.0 0.0
H -0.793242 3.530118 3.236492 0.0 0.0 0.0
H -0.195765 1.884160 3.011250 0.0 0.0 0.1
H -3.774837 3.920101 2.124425 0.0 0.0 0.0
H -3.635303 4.061815 0.374289 0.0 0.0 0.0
H -2.500785 4.916367 1.420016 0.0 0.0 0.0
H -3.528106 0.726794 2.029481 0.0 0.0 0.0
H -2.393291 0.075205 0.841974 0.0 0.0 0.0
H -3.756758 1.086155 0.325591 0.0 0.0 0.0
H -2.427603 3.389640 -2.283376 0.0 0.0 0.0
H -2.853019 1.928278 -4.251524 0.0 0.0 0.0
H -1.812925 -0.319896 -4.373558 0.0 0.0 0.0
H -0.292871 -1.040948 -2.498547 0.0 0.0 0.0
H -0.689098 5.604814 -1.209195 0.0 0.0 0.0
H 0.739702 6.256475 -0.407339 0.0 0.0 0.0
H -0.643743 5.736328 0.552261 0.0 0.0 0.0
H 1.111086 3.725235 -2.690285 0.0 0.0 0.0
H 1.945727 2.395205 -1.874796 0.0 0.0 0.0
H 2.589478 4.035816 -1.786404 0.0 0.0 0.0
H 1.363977 4.069727 2.155999 0.0 0.0 0.0
H 2.741223 4.183876 1.059463 0.0 0.0 0.0
H 2.086109 2.604285 1.482336 0.0 0.0 0.0
N -0.210759 -2.189275 4.647330 0.0 0.0 0.0
C 0.930969 -1.424445 4.163777 0.0 0.0 0.0
C 0.564021 -0.722050 2.868406 0.0 0.0 0.1
O 1.273224 0.132148 2.365350 -0.2 0.4 0.1
O -0.563869 -1.113398 2.328443 0.0 0.0 0.0
H 0.052790 -3.092822 5.012995 0.0 0.0 0.0
H -0.929939 -1.787201 2.958029 0.0 0.0 0.0
H -0.720858 -1.695381 5.367932 0.0 0.0 0.0
H 1.764136 -2.088749 3.928757 0.0 0.0 0.0
H 1.307461 -0.675316 4.861416 0.0 0.0 0.0
N 10.761676 -1.912577 2.180622 0.0 0.0 0.0
C 9.698888 -1.754657 1.775972 0.0 0.0 0.0
C 8.364545 -1.556171 1.273973 0.0 0.0 0.0
C 7.813770 -2.472659 0.382627 0.0 0.0 0.0
C 6.526693 -2.288232 -0.089229 0.0 0.0 0.0
C 5.801146 -1.179722 0.319506 0.0 0.0 0.0
C 6.348108 -0.253264 1.196230 0.0 0.0 0.0
C 7.627981 -0.446497 1.681930 0.0 0.0 0.0
N 4.474736 -0.989932 -0.164030 0.1 0.0 0.1
C 4.025908 -1.199682 -1.447753 0.0 0.0 0.0
C 2.700328 -0.903617 -1.429705 0.0 0.0 0.0
N 2.323824 -0.529040 -0.159026 -0.2 0.1 -0.1
C 3.415187 -0.584215 0.571607 -0.1 0.0 0.0
H 8.391597 -3.332313 0.073269 0.0 0.0 0.0
H 6.081977 -3.011985 -0.759252 0.0 0.0 0.0
H 5.783654 0.625255 1.480182 0.0 0.0 0.0
H 8.067420 0.267348 2.364469 0.0 0.0 0.0
H 4.683059 -1.505317 -2.242070 0.0 0.0 0.0
H 2.004453 -0.927264 -2.249572 0.0 0.0 0.0
H 3.476969 -0.361129 1.622949 0.0 0.0 0.0
```
Forces are in eV/Å.

Output
- total charge = +1
- Kohn-Sham gap (spin up / spin down) (eV) = 8.5005 / 8.4996
- spin multiplicity = 1